The following is a quantum chemistry calculation of a structure of composition C13H15N4O6P2PrS2Se at a distorted geometry, from OMol25.

Summary:
relative energy (zero: lowest compared OMol25 entry of this formula, charge and spin)	14.4	kcal/mol
F_max	2.919	eV/Å
LUMO level (alpha / beta)	-1.82 / -1.82	eV
total energy	-151641.24951	eV
gap between HOMO and LUMO (alpha / beta)	0.1679 / 0.1677	hartree
2S+1	3

Element x y z (Å)
Pr1 0.135 -0.441 -0.254
Se1 -1.994 2.366 1.819
S1 -2.288 -1.208 0.920
S2 -1.754 0.473 -2.020
P1 3.090 -0.830 -0.121
P2 1.111 -3.205 0.611
O1 2.174 -0.682 -1.316
O2 0.402 -2.713 -0.626
O3 2.316 -0.069 1.080
O4 0.607 -2.244 1.807
O5 4.524 -0.507 -0.158
O6 1.191 -4.630 0.973
N1 1.016 2.136 -0.511
N2 -0.637 1.572 0.996
N3 3.260 -3.370 -0.898
N4 -1.541 3.997 1.265
C1 0.003 2.509 0.316
C2 3.775 -3.007 1.519
C3 -3.298 0.349 -1.190
C4 1.274 4.477 -1.021
C5 -0.478 3.847 0.479
C6 -3.523 -0.348 0.029
C7 -4.831 -0.345 0.570
C8 -4.392 1.010 -1.794
C9 -5.650 0.995 -1.241
C10 2.855 -2.594 0.378
C11 1.627 3.105 -1.152
C12 -5.874 0.306 -0.040
C13 0.227 4.861 -0.231
H1 -6.862 0.283 0.406
H2 3.469 -2.485 2.425
H3 -4.216 1.545 -2.719
H4 -0.074 5.899 -0.141
H5 4.236 -3.184 -1.134
H6 3.694 -4.077 1.716
H7 0.070 -2.749 2.435
H8 3.125 -4.372 -0.749
H9 1.841 5.209 -1.583
H10 -6.461 1.517 -1.734
H11 2.942 0.475 1.577
H12 2.429 2.812 -1.823
H13 2.669 -3.072 -1.678
H14 -4.995 -0.882 1.498
H15 4.809 -2.728 1.310

These are the natural (NBO) partial charges, in e, on atoms 1 to 2:
1 Pr 1.007
2 Se 1.160